No. 1
{"formula": "C20H44NOP3PbS", "method": "ωB97M-V/def2-TZVPD", "symbols": ["C", "P", "C", "C", "H", "H", "C", "H", "H", "P", "C", "H", "H", "C", "C", "H", "H", "C", "H", "H", "S", "H", "N", "C", "H", "H", "H", "H", "H", "H", "Pb", "C", "H", "H", "H", "H", "C", "H", "H", "H", "H", "H", "H", "H", "H", "H", "H", "C", "H", "H", "C", "C", "C", "C", "H", "H", "H", "H", "H", "P", "H", "C", "H", "O", "H", "C", "H", "C", "H", "C", "H"], "coordinates": [[-2.16844, 1.93459, 3.01562], [-2.59663, -0.39087, -0.12197], [-0.77033, -0.55488, -5.12427], [1.21212, -2.08068, -6.86126], [-1.51625, 4.53176, 2.13325], [2.11680, 3.45225, -1.06977], [1.56502, -2.47213, 4.78387], [0.19858, 1.36176, -5.10080], [2.56413, -3.51388, -6.09801], [2.54038, 1.50790, 0.33528], [-2.86659, -1.82272, -1.24038], [-1.41570, -1.28285, 3.73991], [-2.35429, 2.84419, 3.60749], [1.15716, -0.03499, -3.71802], [0.19880, 0.36179, -4.65877], [-2.41918, -1.59484, -2.21208], [0.74769, -3.83332, -5.73021], [1.52150, -3.19127, -6.18400], [-3.72662, 1.73110, -0.42874], [1.73739, -3.00019, 5.72304], [2.16665, -1.90562, -2.03487], [0.76083, 1.80978, 3.67401], [0.15953, -2.11994, 4.71869], [2.64095, 3.27898, -0.12251], [-1.36137, -0.33350, -6.01568], [4.75080, 1.69073, -0.69079], [4.28431, -0.01372, -0.34887], [-4.84455, -0.41287, 0.82673], [-1.89962, 1.09952, 3.67357], [-3.94773, -1.98156, -1.35000], [0.29627, -1.13668, 0.19812], [3.93874, 0.95417, -0.72409], [2.18910, 3.90500, 0.65327], [1.86640, -3.10786, 3.94723], [-2.39608, -2.72529, -0.82744], [0.01132, 3.44125, 3.83518], [0.45336, 2.71537, 3.13586], [4.46842, 2.17752, 1.66905], [-1.24136, -1.57484, 6.18999], [-1.58300, -3.09480, 5.37039], [-0.22484, -3.03486, 6.57591], [3.57751, 0.82305, -1.74604], [-3.93561, -1.91708, 1.21704], [3.00166, 2.03971, 2.70530], [-3.05069, 1.66631, 2.42399], [0.05231, -3.23701, -3.25558], [-1.72639, -2.50303, -4.93812], [-3.52558, 0.86502, -1.07113], [0.60309, 0.37396, -0.97090], [1.97682, 0.59235, -3.34234], [-1.26118, 3.87579, 1.28429], [-0.92257, -1.83582, -4.57557], [3.56460, 1.58468, 1.88121], [-3.86623, -0.82154, 1.13411], [-0.41819, 4.28548, 0.70764], [-4.47501, 0.43063, -1.41703], [-3.57372, -0.39738, 2.10403], [0.16980, -1.79070, -7.05055], [3.85779, 0.56840, 2.18325], [-0.76617, 2.19467, 1.86283], [-2.91729, 1.17384, -1.93061], [-0.34745, -1.55181, 3.63470], [-2.12875, 3.74267, 0.62003], [0.36509, -1.36273, 2.60385], [2.20785, -1.58795, 4.74637], [1.05671, -1.34472, -3.19542], [3.69970, 3.54166, -0.24496], [0.02711, -2.22097, -3.63293], [1.32022, 3.15447, 2.62931], [-0.76053, -2.48412, 5.78684], [1.98142, -1.44131, -7.29755]], "orbital_gap_ev": [3.58, 3.74], "total_charge": 4, "total_energy_ev": -68893.4796}


No. 2
{"formula": "C4H7N2OS", "method": "ωB97M-V/def2-TZVPD", "symbols": ["S", "C", "C", "H", "H", "H", "C", "N", "C", "H", "N", "O", "H", "H", "H"], "coordinates": [[-1.60789, -1.00641, 1.13970], [1.15607, -0.25812, 0.86567], [-0.29023, -1.80446, 0.31641], [-0.90966, 0.97143, -1.72830], [-2.60139, 0.88368, -0.28873], [-0.67105, -2.79714, -0.00355], [-1.61335, 0.69134, 0.28483], [0.98960, -1.79381, 0.77644], [0.58414, -0.05216, -0.43363], [0.51892, -0.17099, 1.67930], [-0.52133, 0.64180, -0.73584], [1.85744, -2.63570, 0.63684], [1.25267, -0.21107, -1.29249], [-1.44565, 1.51094, 1.02864], [2.16774, 0.15433, 0.95313]], "orbital_gap_ev": [8.28, 8.29], "total_charge": 1, "total_energy_ev": -20112.3089}


No. 3
{"formula": "CH2N2OS", "method": "ωB97M-V/def2-TZVPD", "symbols": ["C", "H", "O", "H", "N", "N", "S"], "coordinates": [[-0.57834, -0.47459, -0.08451], [1.31348, -1.41154, 0.01127], [0.26472, 1.87814, 0.07520], [1.07657, 0.45974, 0.24510], [-0.80423, 1.47200, -0.25429], [0.70200, -0.56395, -0.01128], [-1.97420, -1.35979, 0.01851]], "orbital_gap_ev": [7.34, 7.34], "total_charge": 0, "total_energy_ev": -16928.6209}


No. 4
{"formula": "C7H16OS", "method": "ωB97M-V/def2-TZVPD", "symbols": ["S", "O", "H", "C", "H", "C", "H", "C", "H", "H", "C", "H", "C", "H", "H", "C", "H", "H", "H", "H", "C", "H", "H", "H", "H"], "coordinates": [[-0.15495, -0.62461, -0.49264], [-0.96846, -1.78036, -0.19929], [0.40349, -0.55236, 1.97398], [1.86947, 0.83164, 1.01570], [2.48957, -1.84153, 1.91138], [1.86866, -1.63798, 1.03022], [1.97161, 0.24189, -2.90323], [-2.19721, 0.69252, -1.26386], [-2.10116, -0.55563, 1.24780], [-0.71636, 1.60189, -0.23177], [0.89631, -0.03234, -3.41302], [2.58837, 0.97554, 0.10943], [-1.24365, 0.75103, -0.09683], [-2.95392, 1.06599, 0.91545], [1.21440, 1.86629, 0.96918], [0.95630, -0.41690, 0.97051], [1.34254, -2.48443, 1.00409], [-1.74627, 0.51007, -2.30067], [2.44496, 0.93972, 1.84467], [-2.72824, 1.65574, -1.50260], [-2.10016, 0.59457, 1.18257], [-1.67306, 0.93704, 2.18364], [-2.80158, -0.11830, -1.11169], [0.62023, -1.03700, -3.06069], [2.71911, -1.58253, 0.21767]], "orbital_gap_ev": [8.59, 8.31], "total_charge": 0, "total_energy_ev": -20393.6958}